(1)
A 7-piece molecular cluster, C39H61F18NO15P overall in a non-equilibrium geometry, computed with wB97M-V/def2-TZVPD.

Last column: Mulliken charge in e.
Element x y z (Å)
1 H 2.794 3.363 -6.452  0.32
2 H -2.847 4.089 3.759  0.24
3 C -3.762 2.735 1.326  -0.21
4 H -6.153 -6.709 0.438  0.31
5 O 7.597 2.576 -9.783  -0.30
6 H -5.884 1.983 -1.855  -0.14
7 C -2.121 -4.622 7.237  -0.24
8 H 1.812 3.352 0.680  0.22
9 H -4.213 0.101 1.995  0.02
10 F -0.084 -0.240 -5.006  -0.22
11 H -1.445 -1.749 0.064  0.28
12 H -5.277 -3.229 -0.129  0.09
13 C 0.896 2.952 1.298  -0.02
14 F 8.102 0.544 -7.700  -0.27
15 F -0.809 -1.048 5.325  -0.30
16 F 6.862 -3.192 4.006  -0.24
17 C 6.420 3.781 -11.534  -1.11
18 H -1.224 -1.135 -2.316  0.18
19 H 2.679 5.028 3.760  0.31
20 H -2.718 -5.946 5.627  0.08
21 C -3.970 2.626 -3.375  -0.19
22 H -3.981 2.972 -2.256  0.07
23 O 4.682 -3.466 2.398  -0.31
24 H -4.475 2.758 0.398  -0.17
25 C 2.042 0.661 -5.706  0.11
26 F -3.433 -7.937 3.710  -0.25
27 H 3.056 -4.464 1.535  0.33
28 H 6.267 4.618 -10.845  0.30
29 H -2.238 1.830 -1.618  -0.08
30 H -1.628 -4.705 8.211  0.31
31 H -3.532 -3.062 -1.115  0.07
32 H 2.378 -3.710 3.857  0.33
33 H -0.948 1.122 -2.838  0.04
34 C -6.347 2.431 -2.835  -0.18
35 H -4.053 5.013 1.444  0.38
36 H -2.459 1.420 -4.611  0.16
37 H 5.524 3.155 -11.476  0.32
38 C 7.663 2.998 -11.154  -0.18
39 F 6.601 6.679 5.787  -0.24
40 C 6.248 6.735 4.470  0.83
41 H 8.543 3.642 -11.246  0.31
42 C -4.749 -7.802 4.043  0.95
43 H -1.204 -6.391 6.403  0.31
44 H -8.184 -5.220 0.658  0.38
45 H 2.158 5.388 5.404  0.33
46 H -3.116 -4.196 7.416  0.32
47 C 4.148 1.711 -6.075  0.04
48 F 1.302 0.353 -3.433  -0.23
49 C -7.639 -5.565 1.541  -1.19
50 C -2.564 1.619 1.264  0.62
51 C -3.111 1.227 -3.633  -0.63
52 C 6.535 -4.434 3.547  0.84
53 H -2.521 4.549 0.437  0.18
54 H -6.739 3.517 -2.544  0.22
55 H -2.022 1.662 2.328  -0.07
56 H -1.706 1.921 0.490  -0.68
57 C -1.002 -2.209 4.634  1.08
58 C 3.800 3.189 -6.058  -1.18
59 F 5.899 8.031 4.225  -0.25
60 H 4.511 3.761 -6.661  0.36
61 H -4.400 2.565 2.318  0.35
62 C -6.204 -5.910 1.187  0.33
63 H -3.782 0.284 -3.802  0.31
64 F 5.951 0.184 -7.688  -0.25
65 H 2.374 2.932 5.141  0.36
66 C 5.065 -4.548 3.148  0.38
67 C -2.206 -5.994 6.593  -0.87
68 H -7.283 1.744 -3.103  0.22
69 O 4.322 -5.487 3.424  -0.52
70 C 3.327 -3.475 1.922  -0.35
71 C -2.050 0.985 -2.405  0.48
72 O -5.336 2.482 -3.902  -0.41
73 H 1.352 -2.948 2.626  0.25
74 O -0.155 3.992 1.393  -0.36
75 C -3.710 -2.052 1.035  -0.26
76 F 1.690 -1.444 -4.607  -0.27
77 O 4.124 5.820 5.053  -0.32
78 C 6.903 1.090 -8.050  1.07
79 H -5.714 -5.032 0.754  -0.16
80 H 4.073 3.111 4.659  0.31
81 H -2.748 -6.691 7.238  0.39
82 H 7.821 2.141 -11.819  0.31
83 O 6.250 0.823 -10.400  -0.51
84 F 6.726 2.170 -7.235  -0.26
85 C -1.763 -0.622 -0.169  -0.67
86 O -6.362 -8.373 2.284  -0.55
87 C -0.703 4.086 2.760  0.03
88 C -2.289 4.547 2.810  -0.67
89 H -3.625 -2.632 2.071  0.06
90 H 6.503 4.170 -12.553  0.37
91 H 5.167 1.571 -5.700  0.29
92 H -7.669 -4.782 2.305  0.30
93 H -0.658 3.042 3.335  0.23
94 O -4.303 0.234 -0.230  0.14
95 H 3.812 3.575 -5.034  0.32
96 C 6.848 1.454 -9.533  0.21
97 F 6.890 -5.306 4.532  -0.24
98 H -2.274 -0.549 2.130  -0.56
99 C 3.266 3.555 5.251  -1.21
100 H 4.120 1.300 -7.091  0.25
101 F 0.237 -2.744 4.438  -0.24
102 H -2.277 5.719 3.005  0.31
103 F 7.391 6.508 3.763  -0.24
104 C 2.374 -3.017 3.010  -0.80
105 O 3.278 0.976 -5.201  -0.37
106 H 0.482 2.012 0.739  -0.10
107 C -1.949 -3.160 5.364  0.19
108 H 2.674 -2.039 3.398  0.28
109 C -2.107 -0.550 -1.763  -0.82
110 H 1.271 2.690 2.374  0.08
111 C -3.115 4.275 1.420  -0.51
112 C -4.163 -2.810 -0.161  -0.78
113 N -6.893 0.083 0.837  -0.70
114 F 7.372 -4.684 2.498  -0.25
115 C 5.125 5.761 4.118  0.38
116 C -5.628 -7.546 2.820  0.29
117 O -1.321 -3.736 6.439  -0.33
118 H -3.418 3.490 -3.985  0.28
119 F -5.090 -8.937 4.716  -0.27
120 O -5.463 -6.263 2.365  -0.22
121 H -0.775 0.012 0.002  0.00
122 H 3.282 -2.778 1.079  0.33
123 H -3.090 -1.116 -2.093  0.26
124 F -1.456 -1.846 3.401  -0.40
125 C 1.241 -0.159 -4.696  1.11
126 O 1.661 0.977 -6.830  -0.54
127 H 3.590 3.531 6.296  0.36
128 O -3.121 -3.369 5.064  -0.53
129 P -3.180 -0.196 1.027  1.49
130 O 5.090 5.042 3.123  -0.51
131 C -5.718 0.175 0.266  0.33
132 H -0.023 4.869 3.334  0.03
133 F -4.808 -6.789 4.955  -0.24
134 C 2.984 4.980 4.812  -0.12
135 H -8.164 -6.432 1.954  0.37

The energy comes out at -4844.5310 hartree. The calculation puts the HOMO-LUMO gap at 5.25 eV. The lowest unoccupied orbital energy is 1.3 eV. As for the net charge: -1. The value obtained for the HOMO energy is -3.94 eV.

---

(2)
A 17-piece molecular cluster, C39H63FIN17O3S overall, computed with wB97M-V/def2-TZVPD.

Last column: Mulliken charge in e.
Element x y z (Å)
1 N 0.246 7.752 2.774  -0.42
2 I -3.963 1.371 -0.983  0.01
3 H -1.445 0.673 1.145  0.29
4 N 1.882 3.849 5.871  -0.43
5 C 0.227 7.314 1.711  0.40
6 O 1.890 -2.025 -0.185  -0.55
7 H -3.837 -1.290 4.286  0.18
8 H -0.136 -3.165 0.882  0.54
9 S -2.670 -3.268 0.943  1.04
10 H 4.860 2.392 4.643  0.12
11 H -0.868 4.347 4.447  0.26
12 H 4.014 2.090 6.167  0.08
13 C 2.774 -4.491 4.275  -0.88
14 H -2.512 -2.316 4.849  0.16
15 H -3.008 2.283 -6.009  0.26
16 C 0.588 0.902 6.266  -0.87
17 H 5.421 -2.781 -2.193  0.24
18 H 0.860 7.300 -0.285  0.27
19 N -2.130 3.736 -8.458  -0.43
20 C 2.294 -1.389 1.023  -0.40
21 H 1.586 -3.178 -4.674  0.15
22 H 1.038 0.345 1.472  -0.05
23 H 2.759 0.608 1.726  0.43
24 H -5.109 4.729 -8.220  0.27
25 H 5.138 4.196 1.643  0.24
26 C -1.736 -2.648 -8.293  -0.52
27 C 4.969 2.361 5.725  -0.39
28 H 3.471 -4.744 5.072  0.34
29 C -3.210 4.012 -8.738  0.40
30 H -3.091 -1.435 -1.416  0.14
31 C -0.036 5.040 4.572  -0.43
32 C 0.202 6.735 0.373  -0.64
33 C 1.236 -4.568 -6.195  0.23
34 H 4.807 4.712 -0.017  0.29
35 H -1.919 -3.495 -8.951  0.31
36 H -2.605 -4.990 5.376  0.02
37 C -0.140 0.919 5.006  0.38
38 H -1.676 3.331 -5.481  0.37
39 N 3.926 -2.376 -4.938  -0.40
40 H 0.424 1.849 6.774  0.35
41 N -1.801 -2.327 -0.061  0.57
42 H -3.773 -5.038 -2.319  0.22
43 C 2.653 -3.043 4.165  0.45
44 C 5.994 1.391 6.094  0.26
45 H -4.019 -1.095 -3.828  0.28
46 H 7.023 9.127 1.655  0.29
47 H 0.535 5.699 0.411  0.17
48 C -2.274 -2.245 -3.779  0.45
49 H -4.195 -2.808 5.120  0.39
50 C -2.443 -1.100 -0.606  -1.49
51 C 2.033 0.117 1.080  -0.74
52 H -2.917 1.355 1.845  0.63
53 O -2.331 -4.638 0.763  -0.65
54 C -3.464 -1.775 -4.475  -0.52
55 C -4.858 -5.005 -2.231  -0.43
56 N 1.228 -4.847 -7.311  -0.46
57 N 6.534 6.063 2.161  -0.40
58 O -2.718 -2.731 2.265  -0.52
59 N -0.758 -6.428 7.466  -0.38
60 C 4.717 3.891 0.691  -0.80
61 C -2.888 -5.461 6.316  -0.41
62 H 6.530 -1.900 -3.266  0.32
63 H -0.812 6.768 -0.023  0.27
64 H 0.238 -4.288 -4.376  0.17
65 H 0.253 0.084 6.901  0.34
66 N 2.216 3.209 0.976  -0.38
67 H 5.272 3.033 0.313  0.27
68 H 6.833 8.385 0.055  0.27
69 H -3.357 -4.719 6.962  0.23
70 H -1.036 -1.968 -8.774  0.29
71 N -1.384 0.602 -3.909  -0.33
72 H 5.402 8.773 1.030  0.26
73 C -3.517 -1.255 6.356  0.08
74 H -0.397 -1.483 1.340  0.38
75 C -3.244 -0.191 0.333  -0.28
76 N 6.798 0.623 6.386  -0.39
77 H -3.185 -1.250 -5.383  -0.07
78 N -1.355 -2.636 -3.206  -0.39
79 N 2.557 -1.902 4.061  -0.38
80 C -1.634 1.377 -4.721  0.33
81 H -1.386 2.068 -6.684  0.33
82 C -1.701 -6.001 6.966  0.24
83 H 1.849 -1.874 1.892  0.10
84 H 0.389 -2.480 -1.447  0.21
85 C -0.438 -2.184 0.502  -0.76
86 C 6.433 8.427 1.067  -0.80
87 C -1.944 2.323 -5.788  -0.96
88 H -5.129 -4.286 -1.460  0.00
89 C 5.505 -1.964 -2.907  -0.74
90 H 2.081 0.558 0.081  0.34
91 H -2.375 -0.252 2.312  0.03
92 F -4.083 -3.053 0.300  -0.31
93 H -3.599 -6.259 6.114  0.31
94 H -4.162 -0.661 0.678  0.56
95 C 4.607 -2.194 -4.031  0.37
96 H 5.247 3.351 6.082  0.31
97 H 1.803 -4.928 4.499  0.25
98 H -1.666 -0.498 -1.077  0.89
99 H 5.235 -1.037 -2.406  0.22
100 H -1.292 -3.013 -7.371  -0.01
101 N -3.519 -0.706 7.366  -0.44
102 H -4.592 5.098 -9.876  0.30
103 H 0.335 5.336 3.597  -0.14
104 H 3.371 -1.556 1.098  0.52
105 H 3.141 -4.900 3.335  0.28
106 C -5.446 -4.609 -3.506  0.35
107 C 1.244 -4.203 -4.785  -0.47
108 N -5.895 -4.275 -4.512  -0.47
109 H 0.393 -0.795 -0.967  0.27
110 H -5.096 3.451 -9.451  0.27
111 N -0.704 0.931 4.004  -0.36
112 C -2.462 0.439 1.472  -0.98
113 C -3.514 -1.960 5.079  -0.29
114 H -5.224 -5.989 -1.945  0.39
115 H 1.914 -4.862 -4.237  0.39
116 H -4.092 -2.629 -4.721  0.20
117 C 3.314 3.526 0.854  0.42
118 H -0.375 5.927 5.102  0.35
119 C -4.585 4.343 -9.093  -0.80
120 H 1.650 0.789 6.061  0.14
121 C 1.025 4.380 5.318  0.35
122 C 6.489 7.104 1.675  0.37
123 C 0.559 -1.814 -0.597  -0.44
124 N -3.976 -1.422 -7.777  -0.46
125 C -2.986 -1.958 -8.005  0.40

The energy comes out at -3476.0193 hartree. The calculation puts the HOMO-LUMO gap at 9.42 eV. The lowest unoccupied orbital energy is 0.0 eV. As for the net charge: 0. The value obtained for the HOMO energy is -9.46 eV.